(1)
The following is a DFT calculation (the ωB97M-V functional and the def2-TZVPD basis) of a structure of composition C2H4INS at a distorted geometry.

Last column: natural (NBO) charge in e.
Positions of all 9 atoms, in Å:
C: -0.15694 0.10721 -0.58416  -0.3705
C: -0.04858 0.16524 0.73778  -0.4012
N: -2.51066 -1.01707 -0.60713  -0.6711
S: -2.65858 -2.39959 -0.05328  0.5456
I: -3.92453 0.53896 0.14886  0.1100
H: -1.05435 0.45396 -1.18466  0.2187
H: 0.63940 -0.26049 -1.10938  0.1865
H: 0.76386 -0.18830 1.35204  0.1941
H: -0.86276 0.53800 1.42132  0.1878

The HOMO energy (spin up / spin down) is -8.7 / -8.7 eV. For the energy relative to the best compared isomer or geometry (same formula, charge and spin), the calculation gives 73.19 kcal per mole. The HOMO-LUMO gap (spin up / spin down) comes out at 6.94 / 6.94 eV. The LUMO energy (spin up / spin down) is -1.760 / -1.760 eV. The value obtained for the total energy is -829.1062 a.u.

---

(2)
The following is a DFT calculation (the ωB97M-V functional and the def2-TZVPD basis) of a structure of composition C16H14N2OS2SbSe4W at a distorted geometry.

Last column: natural (NBO) charge in e.
Positions of all 41 atoms, in Å:
W: 0.60533 -0.12652 -0.31694  0.9478
C: -0.57236 -0.56520 3.66555  -0.7271
C: -0.87109 -0.64742 2.21338  0.4026
N: -0.13163 -1.32157 1.39365  -0.3986
N: 1.15871 -1.76098 1.88382  -0.3663
C: 1.91858 -1.16813 1.04035  -0.1726
S: 1.63575 -0.88805 -1.99717  -0.2022
S: 3.65982 -1.26827 1.15887  0.2948
C: 3.88473 -1.90653 2.84446  -0.5536
C: 3.32321 -1.03540 3.94685  -0.0400
C: 2.89056 -1.63656 5.12393  -0.2291
C: 2.38926 -0.87078 6.16768  -0.2132
C: 2.30645 0.50841 6.04088  -0.2239
C: 2.73834 1.11629 4.87046  -0.2052
C: 3.24617 0.34804 3.83363  -0.1740
C: -2.02073 0.10410 1.64532  -0.1563
C: -2.94189 0.71062 2.50160  -0.1451
C: -4.02046 1.42072 2.01233  -0.2351
C: -4.17709 1.55314 0.64404  -0.1445
C: -3.26527 0.98699 -0.22529  -0.2655
C: -2.17868 0.26518 0.25672  0.3345
O: -1.30940 -0.22215 -0.66218  -0.7008
H: 0.26177 -1.20782 3.93036  0.2607
H: -1.44727 -0.82123 4.26308  0.2341
H: -0.31941 0.47832 3.89296  0.2930
H: 4.97209 -1.97664 2.93044  0.2331
H: 3.47994 -2.91511 2.91794  0.2313
H: 2.92881 -2.71670 5.21711  0.2040
H: 2.04595 -1.35635 7.07324  0.2059
H: 1.88842 1.11006 6.83815  0.2162
H: 2.63959 2.18546 4.74703  0.2401
H: 3.55679 0.83045 2.91518  0.2200
H: -2.79714 0.64276 3.57019  0.2241
H: -4.70649 1.90085 2.69332  0.2230
H: -5.00202 2.13057 0.24724  0.2150
H: -3.35662 1.10768 -1.29647  0.2243
Se: -0.40401 3.14400 4.40959  -0.7295
Sb: -0.71195 4.72801 2.64747  1.0725
Se: 1.10700 1.99930 0.24964  -0.0765
Se: 1.12166 6.08399 1.94279  -0.6518
Se: -2.87364 5.13975 1.75650  -0.6662

The HOMO energy is -5.0 eV. For the energy relative to the best compared isomer or geometry (same formula, charge and spin), the calculation gives 0.00 kcal per mole. The HOMO-LUMO gap comes out at 6.35 eV. The LUMO energy is 1.369 eV. Its total charge is -1. The value obtained for the total energy is -11512.4689 a.u.

---

(3)
The following is a DFT calculation (the ωB97M-V functional and the def2-TZVPD basis) of a cluster of 10 separate species, C30H90O40P10 in total at a distorted geometry.

Last column: Mulliken charge in e.
Positions of all 170 atoms, in Å:
C: -12.86184 3.82937 12.28169  -1.2360
O: -13.72162 4.20965 11.29303  0.0003
P: -15.19040 4.58834 11.66804  0.6428
O: -16.05734 3.52554 12.30074  -0.5165
O: -14.96557 5.84836 12.74145  -0.3176
C: -15.94304 6.25596 13.65620  -0.7079
O: -15.94422 5.21402 10.36453  -0.2818
C: -15.31937 6.20447 9.61015  -0.7413
H: -13.30547 2.90493 12.65143  0.4348
H: -12.87927 4.36337 13.23176  0.5479
H: -11.85328 3.65455 11.90705  0.4265
H: -15.74921 5.72027 14.58548  0.2410
H: -16.93284 5.85238 13.44284  0.3191
H: -15.83831 7.33160 13.79803  0.2593
H: -15.89190 7.11892 9.76535  0.3578
H: -15.06352 5.80042 8.63067  0.1839
H: -14.30564 6.51065 9.86845  0.3093
C: -7.96298 -0.61930 9.94708  -0.4334
O: -6.78969 -0.10985 9.27646  -0.4949
P: -6.76787 0.27626 7.69995  1.0297
O: -7.75353 1.30063 7.33093  -0.4524
O: -6.81009 -1.17795 6.91840  -0.3329
C: -7.12779 -1.24230 5.55682  -0.3155
O: -5.24232 0.83078 7.59039  -0.4249
C: -4.97448 2.28114 7.53799  -0.5851
H: -8.83835 -0.86498 9.34585  0.1750
H: -8.15050 0.27038 10.54824  0.2997
H: -7.61875 -1.43622 10.58130  0.2742
H: -7.76822 -0.42027 5.23713  -0.0798
H: -7.62557 -2.15574 5.23132  0.2739
H: -6.19935 -1.33238 4.99292  0.2961
H: -4.29494 2.52464 6.72127  0.2726
H: -4.34776 2.68803 8.33157  0.3152
H: -5.87453 2.89042 7.45563  0.1603
C: -10.64658 -1.83767 12.40160  -0.6996
O: -11.05612 -1.15382 11.20113  0.1900
P: -12.02830 0.17197 11.12529  0.2127
O: -11.33671 1.28120 11.78002  -0.2937
O: -13.40582 -0.37312 11.84439  -0.1646
C: -14.59022 0.34705 11.58751  -0.6136
O: -12.33580 0.44925 9.51668  -0.2810
C: -11.59782 1.28577 8.55538  -0.6616
H: -10.36808 -2.89147 12.39545  0.0082
H: -11.48375 -1.81144 13.09913  0.3504
H: -9.78229 -1.38765 12.89005  0.2731
H: -15.36551 -0.18449 11.03571  0.3614
H: -14.45426 1.26040 11.00836  0.1616
H: -15.02330 0.69359 12.52583  0.1523
H: -11.31396 0.84535 7.59958  0.2176
H: -10.64847 1.57524 9.00597  0.4284
H: -12.12670 2.21709 8.35280  0.3119
C: -9.68299 -6.00099 10.60530  -0.2690
O: -11.01263 -6.28815 10.08929  -0.4158
P: -12.35957 -5.40002 10.50357  0.4723
O: -13.56738 -5.78332 9.71244  -0.7003
O: -11.88203 -3.85959 10.49222  0.3550
C: -12.00249 -3.10848 9.25082  -0.6861
O: -12.51773 -5.73639 12.15505  -0.1634
C: -13.48219 -5.11089 12.95222  -0.6428
H: -9.63487 -5.14690 11.28080  -0.1891
H: -9.06383 -5.59912 9.80327  0.3903
H: -9.17699 -6.83047 11.09928  0.2918
H: -12.82497 -2.40601 9.38560  0.1728
H: -12.23970 -3.82378 8.46331  0.6031
H: -11.09620 -2.56383 8.98607  0.0959
H: -13.88135 -4.18896 12.52934  0.1628
H: -13.25249 -4.79771 13.97067  0.3058
H: -14.35969 -5.72835 13.14413  0.3304
C: -8.92247 -0.88689 20.47382  -0.7071
O: -8.12888 -1.98812 19.89605  -0.3456
P: -8.65167 -2.76654 18.60952  1.0237
O: -10.03240 -3.30833 18.74314  -0.7255
O: -8.50614 -1.73304 17.42052  -0.2148
C: -8.68788 -2.03926 16.03600  -0.6754
O: -7.44968 -3.79970 18.30263  -0.2368
C: -6.10970 -3.33705 18.21434  -0.7263
H: -9.68144 -0.46466 19.81519  0.3042
H: -8.23258 -0.08479 20.73611  0.2582
H: -9.38163 -1.39457 21.32208  0.2811
H: -9.20976 -2.92236 15.66738  0.3478
H: -7.73932 -2.08818 15.50126  0.2826
H: -9.14432 -1.12714 15.65157  0.2304
H: -5.76045 -3.28764 19.24569  0.2980
H: -6.00697 -2.36144 17.73924  0.3417
H: -5.48114 -4.12739 17.80400  0.2614
C: -9.89738 -8.22789 13.75476  -0.8882
O: -9.32925 -6.96551 14.01407  0.1281
P: -7.87579 -6.64712 14.68123  0.4525
O: -6.76348 -7.31329 14.00166  -0.7446
O: -7.77411 -5.03555 14.57255  0.3511
C: -6.98243 -4.47346 13.56611  -0.8192
O: -8.17002 -7.08149 16.24261  -0.3956
C: -9.49574 -6.71002 16.85902  -0.3668
H: -10.65050 -8.44522 14.51217  0.2827
H: -9.10595 -8.97309 13.67460  0.3997
H: -10.50456 -8.23557 12.84958  0.2157
H: -6.31122 -5.23120 13.16189  0.4880
H: -6.41573 -3.71552 14.10694  0.2812
H: -7.59014 -3.90289 12.86380  0.0746
H: -9.95238 -7.55661 17.37172  0.3213
H: -10.22837 -6.30557 16.16061  0.1615
H: -9.39091 -5.84671 17.51614  0.0797
C: -7.30636 3.95100 4.39318  -0.5687
O: -7.80899 2.69248 3.88602  -0.2209
P: -9.21719 2.51086 3.16923  0.8753
O: -9.38170 1.25761 2.31146  -0.7175
O: -10.34193 2.62466 4.33429  -0.2866
C: -10.29439 1.80550 5.42103  -0.5605
O: -9.56965 3.90368 2.35417  -0.1294
C: -9.11712 4.10429 1.02897  -0.8499
H: -7.83675 4.89980 4.47422  0.2532
H: -6.46826 4.25602 3.76657  0.3657
H: -7.01460 3.87077 5.44033  0.1302
H: -10.18462 2.26761 6.40210  0.2304
H: -9.62882 0.95221 5.29062  0.1462
H: -11.30093 1.39203 5.48449  0.4200
H: -9.90229 4.36040 0.31763  0.2679
H: -8.45254 3.32486 0.65623  0.3614
H: -8.39080 4.91657 1.00142  0.3237
C: -6.37929 5.42121 16.51886  -0.6462
O: -7.69841 4.84627 16.47456  -0.3550
P: -8.18744 3.83319 15.26749  1.0269
O: -7.28243 2.66275 14.89747  -0.6159
O: -9.74427 3.52528 15.64629  -0.3881
C: -10.40141 2.58432 14.93138  -0.5932
O: -8.28428 4.97068 14.05894  -0.3762
C: -8.37445 4.48473 12.70530  -0.4546
H: -5.90434 5.12767 17.45499  0.2576
H: -6.56115 6.48789 16.38764  0.2736
H: -5.76223 5.17489 15.65476  0.3197
H: -11.01366 3.06069 14.16566  0.1611
H: -11.10515 2.00813 15.53208  0.3683
H: -9.65974 1.93206 14.47032  0.3321
H: -9.22227 4.99969 12.25351  0.2155
H: -8.56426 3.41427 12.62668  0.1428
H: -7.50969 4.75453 12.09910  0.3246
C: -15.75966 7.08407 3.81971  -0.7783
O: -14.52529 6.50248 3.95957  -0.2929
P: -13.51400 7.00115 5.15719  0.6369
O: -13.49882 8.47970 5.36474  -0.7428
O: -13.95569 6.13703 6.47349  -0.1294
C: -13.88301 4.72966 6.39847  -0.7843
O: -12.14152 6.29933 4.78688  -0.1037
C: -11.33178 6.69651 3.72108  -0.4253
H: -16.15401 7.67376 4.64726  0.3396
H: -16.45601 6.24591 3.79340  0.2953
H: -15.94429 7.60936 2.88265  0.2763
H: -13.73546 4.33215 5.39432  0.4402
H: -14.70952 4.14262 6.79891  0.3765
H: -13.03302 4.45910 7.02490  0.2602
H: -11.10405 7.75520 3.59692  0.3668
H: -11.74848 6.17226 2.86107  0.3147
H: -10.40500 6.14348 3.87383  -0.0954
C: -17.38512 2.32718 15.20088  -0.3906
O: -18.22159 1.49744 16.07416  -0.2698
P: -19.17827 0.43527 15.35815  0.9156
O: -19.98480 -0.43490 16.23266  -0.5135
O: -18.02422 -0.42912 14.48135  -0.0744
C: -17.22073 -1.45602 15.04060  -0.4544
O: -19.86709 1.27764 14.12238  -0.2328
C: -21.03810 1.98069 14.40730  -0.7399
H: -17.01364 1.60960 14.46932  0.1066
H: -16.56474 2.90527 15.62619  0.4244
H: -17.87352 3.11526 14.62773  0.3070
H: -17.34529 -2.42084 14.54897  0.3300
H: -17.38278 -1.56156 16.11331  0.3762
H: -16.19961 -1.28383 14.70034  0.2607
H: -21.22180 2.34570 15.41781  0.3681
H: -21.92455 1.54874 13.94285  0.3107
H: -20.93048 2.84587 13.75309  0.3025

The HOMO energy (spin up / spin down) is -11.8 / -11.8 eV. For the energy relative to the best compared isomer or geometry (same formula, charge and spin), the calculation gives 84.17 kcal per mole. The HOMO-LUMO gap (spin up / spin down) comes out at 9.08 / 1.86 eV. The LUMO energy (spin up / spin down) is -2.758 / -9.977 eV. Its total charge is +1. Its spin multiplicity is 2. The value obtained for the total energy is -7620.4637 a.u.

---

(4)
The following is a DFT calculation (the ωB97M-V functional and the def2-TZVPD basis) of a structure of composition C4H6AgCl2F3O2 at a distorted geometry.

Last column: natural (NBO) charge in e.
Positions of all 18 atoms, in Å:
Ag: -0.78124 -2.86489 -2.38298  0.8340
C: -0.21657 -0.44912 -0.08891  0.3333
O: -0.45834 0.97588 0.01152  -0.5654
O: -1.20470 -1.00836 -0.74879  -0.8841
C: 1.18969 -0.61506 -0.72842  0.9112
F: 1.50754 -1.91825 -0.85085  -0.3284
F: 1.29170 -0.05461 -1.94692  -0.3265
F: 2.17097 -0.04677 0.04562  -0.3765
C: 0.13389 1.67262 1.07194  -0.0635
C: -0.90379 2.07912 2.10030  -0.6257
H: -0.46739 2.55528 2.98530  0.1757
H: -1.66736 2.74189 1.69199  0.1961
H: -1.39387 1.17624 2.47636  0.2065
H: 0.63332 2.55943 0.66375  0.1504
H: 0.92514 1.11072 1.57786  0.1669
H: -0.09986 -0.85939 0.93661  0.0664
Cl: -1.21785 -1.78172 -4.76164  -0.9326
Cl: 0.55872 -5.27301 -2.05273  -0.9379

The HOMO energy is -1.6 eV. For the energy relative to the best compared isomer or geometry (same formula, charge and spin), the calculation gives 0.00 kcal per mole. The HOMO-LUMO gap comes out at 6.84 eV. The LUMO energy is 5.264 eV. Its total charge is -2. The value obtained for the total energy is -1673.5375 a.u.

---

> What is the energy relative to the best compared isomer or geometry (same formula, charge and spin) in the third record?

84.17 kcal per mole

---

> Which value of energy relative to the best compared isomer or geometry (same formula, charge and spin) does entry 2 give?

0.00 kcal per mole